Density functional theory data (ωB97M-V/def2-TZVPD) for C4H4O4 in the gas phase in a non-equilibrium geometry.

XYZ file:
```
12
Properties=species:S:1:pos:R:3:forces:R:3:nbo_charge:R:1
C -0.455 -0.334 1.875 0.1 0.1 -1.5 -0.309
C -0.128 -0.804 0.650 -3.3 -1.7 0.4 0.021
O -1.284 -0.899 -0.401 0.2 -0.9 2.1 -0.507
C -0.983 -0.008 -1.295 3.0 2.2 0.2 0.788
O -1.477 0.410 -2.299 0.2 -1.1 1.5 -0.517
C 0.548 0.668 -0.637 -1.7 2.0 -3.4 0.612
O 0.590 1.813 -0.248 0.2 -1.0 0.3 -0.599
O 1.580 0.082 -1.298 0.2 0.0 0.3 -0.703
H -1.484 -0.104 2.125 0.1 0.5 -0.3 0.231
H 0.310 0.032 2.548 0.1 -0.8 0.2 0.233
H 0.525 -1.628 0.393 0.8 0.8 -0.1 0.255
H 2.257 0.773 -1.413 0.0 -0.2 0.2 0.494
```
Forces are in eV/Å.

Gap between HOMO and LUMO (spin up / spin down) in eV: 8.5 / 8.5
2S+1: 1
SMILES: C=COC(=O)C(=O)O
Lowest unoccupied orbital energy (spin up / spin down) in eV: -1.0 / -1.0
Highest occupied orbital energy (spin up / spin down) in eV: -9.5 / -9.5

Density functional theory data (ωB97M-V/def2-TZVPD) for C2H4N8O4 in the gas phase in a non-equilibrium geometry.

XYZ file:
```
18
Properties=species:S:1:pos:R:3:forces:R:3:nbo_charge:R:1
N -2.170 -1.679 0.800 -3.1 -0.7 4.0 -0.767
C -1.163 -1.005 0.260 -2.2 1.8 -1.7 0.518
N -0.211 -1.891 -0.273 -1.7 -2.0 0.6 -0.088
N 0.928 -1.673 -0.547 2.7 -0.8 -1.1 -0.118
C 1.532 -0.437 -0.361 -0.9 4.1 1.6 0.494
N 2.746 -0.327 -0.877 0.3 -1.2 -0.7 -0.762
N 0.828 0.508 0.216 2.5 -1.0 0.0 -0.355
N 1.354 1.792 0.315 1.1 -1.3 0.9 0.622
O 2.405 1.877 0.924 0.7 0.4 0.0 -0.422
O 0.688 2.698 -0.063 -0.8 0.7 -0.7 -0.334
N -1.238 0.128 -0.322 -0.8 0.0 -0.5 -0.364
N -2.120 1.195 -0.173 1.4 -4.6 1.1 0.658
O -2.520 1.426 0.925 -0.9 0.9 2.2 -0.423
O -2.337 1.723 -1.178 -1.2 2.8 -3.3 -0.338
H -2.078 -2.583 1.291 0.8 0.6 -1.0 0.411
H -2.895 -1.164 1.381 1.4 -0.2 -1.5 0.419
H 3.008 -1.131 -1.433 0.4 0.4 0.0 0.418
H 3.245 0.542 -0.884 0.2 0.0 0.1 0.430
```
Forces are in eV/Å.

Gap between HOMO and LUMO in eV: 7.2
2S+1: 1
SMILES: NC(/N=N\C(N)=N\[N+](=O)[O-])=N\[N+](=O)[O-]
Lowest unoccupied orbital energy in eV: -1.7
Highest occupied orbital energy in eV: -8.8

Density functional theory data (ωB97M-V/def2-TZVPD) for a molecular structure, C49H58BMgN6S4Sb in a non-equilibrium geometry.

XYZ file:
```
120
Properties=species:S:1:pos:R:3:forces:R:3:lowdin_charge:R:1
Mg 0.446 0.744 -0.505 1.0 1.3 -1.3 0.411
C -2.950 2.541 -2.332 0.0 -0.1 0.0 -0.035
C -3.273 1.746 -1.112 -0.6 0.2 -0.4 -0.328
C -4.546 1.206 -0.910 0.0 -0.2 0.5 -0.041
C -4.766 0.433 0.224 -0.1 0.3 -0.6 -0.062
C -3.753 0.296 1.143 0.7 0.2 0.2 -0.007
C -2.534 0.958 0.917 -1.5 -0.2 -1.2 -0.207
N -2.303 1.614 -0.226 0.4 -0.4 0.8 0.176
C -1.516 1.055 1.942 0.4 0.1 1.8 -0.208
C -1.855 0.889 3.299 0.1 0.2 -0.8 -0.013
C -0.858 0.961 4.250 0.2 0.2 0.0 -0.056
C 0.413 1.346 3.864 -0.2 0.1 -0.6 0.000
C 0.629 1.684 2.511 -0.7 -0.5 1.1 -0.204
N -0.297 1.452 1.586 0.0 -0.3 -0.2 0.127
C 1.813 2.414 2.068 1.4 1.0 0.1 -0.238
C 2.750 2.921 2.984 -0.6 -0.4 -0.1 -0.033
C 3.795 3.691 2.510 0.2 0.2 -0.3 -0.071
C 3.861 3.970 1.158 -0.2 -0.2 0.5 -0.008
C 2.868 3.456 0.314 0.5 0.5 -0.4 -0.312
C 2.881 3.816 -1.122 0.0 -0.2 0.1 -0.114
N 1.895 2.683 0.760 -0.5 -0.7 0.6 0.155
H -2.769 3.575 -2.042 0.0 0.1 0.0 0.073
H -2.021 2.165 -2.759 0.1 0.0 -0.1 -0.005
H -3.750 2.497 -3.069 0.0 0.0 0.0 0.076
H -5.335 1.367 -1.632 0.1 0.0 -0.1 0.107
H -5.721 -0.054 0.379 0.0 0.0 0.0 0.103
H -3.889 -0.310 2.020 0.0 -0.1 0.2 0.078
H -2.884 0.752 3.586 -0.1 -0.1 0.0 0.096
H -1.075 0.754 5.291 0.0 0.0 -0.1 0.113
H 1.203 1.408 4.595 0.1 0.1 0.0 0.105
H 2.657 2.736 4.045 0.0 -0.1 0.0 0.093
H 4.537 4.085 3.195 0.0 0.0 0.0 0.098
H 4.648 4.585 0.747 0.0 0.0 -0.1 0.114
H 2.876 4.900 -1.245 0.0 0.1 0.0 0.088
H 3.779 3.433 -1.612 -0.1 0.0 -0.1 -0.009
H 2.019 3.384 -1.618 0.1 0.0 -0.2 0.002
S 3.941 2.726 -4.063 -0.2 0.0 0.0 -0.321
Sb 2.624 0.899 -3.458 1.0 -0.1 -1.1 -0.150
S 3.188 0.173 -1.296 -0.5 0.3 0.4 -0.035
S 0.375 1.525 -3.168 -0.2 0.0 0.9 -0.005
S 2.950 -0.682 -5.136 -0.2 0.3 0.5 -0.235
C -0.605 8.209 -0.591 0.0 -0.1 0.0 -0.062
C -0.537 6.710 -0.599 0.0 -0.1 -0.1 -0.289
C -0.793 5.963 0.545 0.0 0.0 0.0 -0.037
C -0.744 4.576 0.466 -0.1 0.3 0.1 -0.145
N -0.455 3.924 -0.642 0.0 -0.4 0.0 0.075
C -0.208 4.627 -1.733 0.0 0.4 -0.5 -0.175
C -0.236 6.015 -1.765 -0.1 0.0 0.3 -0.019
H -0.862 8.583 0.397 0.0 0.1 0.1 0.066
H -1.354 8.556 -1.301 0.0 0.1 0.0 0.076
H 0.352 8.633 -0.888 0.1 0.1 0.0 0.077
H -1.029 6.452 1.483 0.0 0.0 0.0 0.097
H -0.966 3.961 1.328 0.0 0.0 0.2 0.094
H 0.004 4.048 -2.624 0.2 -0.1 -0.1 0.041
H -0.026 6.543 -2.685 0.0 0.0 -0.1 0.113
C 3.492 -0.654 1.998 -0.2 -0.1 -0.1 -0.082
C 2.447 -1.721 1.681 0.1 0.0 -0.1 -0.374
C 3.087 -3.115 1.680 -0.1 0.2 -0.2 -0.040
C 1.296 -1.759 2.658 0.1 0.0 -0.2 -0.119
C 1.608 -1.643 4.004 -0.1 0.0 0.1 -0.060
C 0.669 -1.884 4.986 0.1 -0.1 0.1 -0.101
C -0.594 -2.282 4.603 0.0 0.0 0.0 -0.076
C -0.960 -2.389 3.266 -0.1 0.0 -0.1 -0.131
C -2.365 -2.904 3.005 0.0 0.0 0.0 -0.359
C -2.449 -4.403 3.338 0.0 0.1 -0.3 -0.068
C -3.428 -2.201 3.860 0.1 0.0 -0.1 -0.083
C -0.018 -2.086 2.255 0.2 0.2 0.4 -0.097
N -0.312 -2.222 0.882 -0.3 -0.4 0.1 0.043
B -0.047 -1.401 -0.320 -0.1 0.5 0.4 -0.425
N -0.381 -2.305 -1.397 -0.4 -0.5 -0.1 0.009
C -0.859 -3.492 -0.871 -0.2 -0.2 0.4 -0.105
C -0.818 -3.448 0.466 -0.1 -0.7 -0.2 -0.093
C -0.025 -2.451 -2.775 0.4 0.0 -0.7 -0.099
C 1.189 -3.126 -3.030 0.0 0.1 0.1 -0.134
C 1.526 -3.481 -4.325 -0.2 -0.1 0.1 -0.115
C 0.677 -3.212 -5.377 -0.1 -0.1 0.1 -0.124
C -0.517 -2.580 -5.124 0.0 -0.1 0.0 -0.061
C -0.895 -2.185 -3.840 -0.1 0.0 0.0 -0.117
C -2.271 -1.544 -3.780 -0.1 0.1 0.0 -0.350
C -2.813 -1.224 -2.396 -0.1 -0.1 -0.2 -0.067
C -2.256 -0.251 -4.603 0.0 -0.1 0.0 -0.094
C 2.098 -3.579 -1.907 0.2 -0.2 0.0 -0.354
C 3.568 -3.251 -2.156 -0.1 0.2 0.0 -0.089
C 1.923 -5.091 -1.705 -0.1 0.2 0.1 -0.064
H 4.085 -0.468 1.108 0.1 0.0 -0.1 0.020
H 4.159 -0.956 2.804 0.1 0.0 0.2 0.071
H 3.000 0.275 2.270 0.1 0.1 0.0 0.055
H 2.073 -1.502 0.679 0.1 0.0 0.1 0.047
H 3.435 -3.377 2.682 0.0 0.0 0.1 0.076
H 3.932 -3.130 0.997 0.1 0.0 -0.1 0.073
H 2.367 -3.869 1.362 0.0 -0.1 -0.1 0.077
H 2.618 -1.390 4.289 0.1 0.0 0.0 0.108
H 0.926 -1.802 6.034 0.0 0.0 0.1 0.095
H -1.324 -2.522 5.365 -0.1 0.0 0.1 0.104
H -2.608 -2.742 1.952 0.1 -0.1 0.1 0.122
H -2.279 -4.548 4.405 0.0 0.0 0.1 0.073
H -1.704 -4.993 2.810 0.0 0.0 0.0 0.064
H -3.436 -4.792 3.091 -0.1 -0.1 0.0 0.079
H -3.531 -2.686 4.829 0.0 0.0 0.2 0.069
H -4.398 -2.245 3.368 -0.2 0.0 0.0 0.076
H -3.159 -1.167 4.031 -0.1 0.1 0.1 0.041
H -1.201 -4.293 -1.507 0.1 -0.1 0.0 0.129
H -1.036 -4.245 1.148 -0.1 -0.1 0.1 0.091
H 2.460 -3.983 -4.519 0.1 0.0 0.0 0.100
H 0.951 -3.489 -6.385 0.0 0.0 -0.1 0.096
H -1.196 -2.395 -5.946 -0.1 0.1 0.0 0.102
H -2.967 -2.251 -4.264 0.1 0.1 0.1 0.131
H -2.157 -0.507 -1.909 0.0 0.0 0.1 0.059
H -2.901 -2.109 -1.771 0.0 0.0 0.1 0.076
H -3.803 -0.781 -2.500 -0.1 0.0 0.0 0.066
H -1.461 0.396 -4.237 0.0 0.0 -0.1 -0.036
H -3.207 0.270 -4.507 -0.2 0.1 0.0 0.063
H -2.069 -0.441 -5.656 0.0 0.0 -0.1 0.066
H 1.809 -3.065 -0.988 0.0 0.0 0.0 0.104
H 3.964 -3.764 -3.029 0.1 -0.1 -0.1 0.066
H 4.160 -3.543 -1.289 0.1 -0.1 0.1 0.060
H 3.689 -2.182 -2.303 0.1 0.0 -0.1 -0.011
H 2.207 -5.626 -2.610 0.1 -0.1 -0.1 0.071
H 0.889 -5.337 -1.472 0.0 -0.1 0.0 0.055
H 2.550 -5.443 -0.885 0.1 -0.1 0.1 0.065
```
Forces are in eV/Å.

Gap between HOMO and LUMO in eV: 4.1
2S+1: 1
Total charge: -2
Lowest unoccupied orbital energy in eV: 3.5
Highest occupied orbital energy in eV: -0.6

In kcal/mol, the energy above the lowest of the compared OMol25 structures with the same formula, charge and spin values for the records above are, in order, 88.5, 25.6, 5.2.